Formula: C3H2N4O
Source: the OMol25 dataset
Level of theory: wB97M-V/def2-TZVPD

gap between HOMO and LUMO: 10.25 eV
E_LUMO: 0.53 eV
energy above the lowest of the compared OMol25 structures with the same formula, charge and spin: 1.6000 eV
2S+1: 1

Atoms and positions in Å:
1 C 0.713 -1.389 -1.032
2 C 0.771 0.305 0.083
3 C -1.184 0.941 0.761
4 H 0.912 -2.228 -1.726
5 H -2.284 0.929 1.128
6 N 1.569 -0.661 -0.455
7 N 0.964 1.406 0.794
8 N -0.279 1.765 1.230
9 N -0.524 0.000 0.023
10 O -0.657 -1.067 -0.806